[1]
{
  "formula": "C35H67N5O7",
  "method": "ωB97M-V/def2-TZVPD",
  "elements": ["C", "O", "C", "C", "C", "C", "C", "C", "C", "C", "C", "C", "C", "C", "C", "C", "O", "C", "N", "C", "C", "C", "C", "C", "N", "N", "C", "O", "O", "C", "O", "C", "C", "C", "C", "C", "C", "H", "H", "H", "H", "H", "H", "H", "H", "H", "H", "H", "H", "H", "H", "H", "H", "H", "H", "H", "H", "H", "H", "H", "H", "H", "H", "H", "H", "H", "H", "H", "H", "H", "H", "H", "H", "H", "H", "H", "H", "H", "H", "H", "H", "H", "H", "H", "H", "H", "H", "H", "H", "H", "C", "C", "O", "N", "C", "H", "H", "H", "H", "H", "H", "H", "C", "C", "O", "N", "C", "H", "H", "H", "H", "H", "H", "H"],
  "coordinates": [[1.2973, 0.5499, 1.7520], [-0.0736, 0.4600, 2.1126], [-0.2923, 0.7425, 3.4905], [-1.2302, 1.9660, 3.6888], [-2.2552, 2.1265, 2.5549], [-1.8962, 3.2160, 1.5024], [-3.1228, 4.1106, 1.1109], [-3.4053, 3.9807, -0.4164], [-3.8376, 2.5190, -0.7076], [-2.8110, 1.7910, -1.6310], [-2.3652, 0.4167, -1.0438], [-0.8600, 0.1032, -1.3502], [-0.7771, -0.7313, -2.5853], [-1.1550, -2.0651, -2.6280], [-1.6819, -2.7560, -1.3678], [-0.6406, -3.0566, -0.2824], [-1.2057, -4.0480, 0.5870], [0.6808, -3.6491, -0.8644], [1.6105, -2.5371, -1.0630], [-1.0702, -2.8158, -3.8288], [-1.4298, -4.2803, -3.9250], [-2.8265, -4.5692, -4.5809], [-3.4060, -3.4097, -5.3930], [-3.7915, -5.0640, -3.4589], [-0.6615, -2.2506, -4.9350], [-0.3483, -0.9899, -4.8643], [0.0801, -0.3513, -6.2067], [1.1409, -0.7416, -6.7104], [-0.7147, 0.4654, -6.6401], [-0.3455, -0.1930, -3.8208], [0.0325, 1.0764, -3.9386], [1.4812, 1.2956, -3.9635], [2.0722, 1.7953, -2.6379], [2.6691, 0.6315, -1.8404], [3.1992, 2.8594, -2.9802], [4.6291, 2.3820, -2.6534], [2.9232, 4.2291, -2.2908], [1.8453, -0.3718, 2.0015], [1.3474, 0.6771, 0.6681], [1.7680, 1.4112, 2.2422], [-0.7780, -0.1061, 3.9933], [0.6521, 0.9151, 4.0186], [-0.5794, 2.8430, 3.7865], [-1.7399, 1.8157, 4.6413], [-3.2202, 2.4200, 2.9859], [-2.4297, 1.1723, 2.0467], [-1.1477, 3.8674, 1.9641], [-1.5255, 2.7760, 0.5725], [-2.9478, 5.1602, 1.3741], [-4.0241, 3.7776, 1.6400], [-4.1736, 4.7220, -0.6608], [-2.4716, 4.2471, -0.9204], [-4.8521, 2.4551, -1.1125], [-3.8800, 1.9864, 0.2506], [-3.3457, 1.5793, -2.5645], [-1.9416, 2.4161, -1.8452], [-2.5659, 0.4069, 0.0309], [-3.0164, -0.3292, -1.5089], [-0.4886, -0.4324, -0.4773], [-0.3655, 1.0687, -1.4392], [-2.4806, -2.1334, -0.9539], [-2.1537, -3.7127, -1.5960], [-0.4089, -2.1944, 0.3561], [-0.6194, -4.1774, 1.3378], [1.0568, -4.3226, -0.0790], [0.4502, -4.1801, -1.7895], [2.4321, -2.7971, -1.5916], [1.8543, -2.1713, -0.1509], [-0.6717, -4.7121, -4.5917], [-1.3162, -4.8016, -2.9761], [-2.6854, -5.4313, -5.2433], [-4.2697, -3.8004, -5.9473], [-2.6706, -3.0596, -6.1193], [-3.8025, -2.5987, -4.7722], [-4.0657, -4.1964, -2.8511], [-4.6518, -5.5288, -3.9464], [-3.2358, -5.7982, -2.8696], [1.9573, 0.3317, -4.1922], [1.6892, 1.9401, -4.8178], [1.3554, 2.3188, -1.9976], [3.1561, 0.9803, -0.9177], [3.3497, 0.0304, -2.4503], [1.8899, -0.0635, -1.5121], [3.2144, 3.0787, -4.0540], [5.3079, 3.1228, -3.1043], [4.8526, 2.3831, -1.5835], [4.8763, 1.4350, -3.1364], [3.5590, 4.3826, -1.4146], [1.8554, 4.3289, -2.0798], [3.1626, 5.0194, -3.0128], [-2.9909, 0.0932, 7.6614], [-1.5336, -0.0529, 7.2984], [-0.9564, 0.7634, 6.5962], [-0.8677, -1.1348, 7.7804], [-1.3759, -2.2032, 8.6214], [-3.3778, 0.9992, 7.2042], [-3.5638, -0.7565, 7.2877], [-3.1082, 0.1727, 8.7428], [0.0993, -1.1677, 7.4987], [-0.7998, -2.2332, 9.5478], [-1.2521, -3.1555, 8.1030], [-2.4245, -2.0602, 8.8584], [5.2983, -0.6743, 2.7977], [5.1762, 0.5133, 1.8749], [4.5418, 0.4600, 0.8309], [5.7985, 1.6624, 2.2386], [6.5907, 1.9202, 3.4275], [4.7502, -1.5093, 2.3704], [6.3435, -0.9654, 2.9081], [4.8724, -0.4425, 3.7750], [5.6743, 2.4121, 1.5761], [6.1360, 2.7380, 3.9888], [7.5963, 2.2196, 3.1280], [6.6541, 1.0436, 4.0630]],
  "mulliken_charge": [-0.815, -0.195, -0.517, -0.885, -0.451, 0.423, -1.198, -0.906, -0.799, -1.069, -1.003, 3.048, 0.374, 1.049, -2.285, 1.327, -0.681, -0.896, -0.199, 1.106, -1.415, 0.465, -1.505, -1.460, -1.325, 1.311, 0.479, -0.676, -0.646, -0.261, -0.411, -1.068, 1.571, -1.281, 0.607, -1.652, -1.458, 0.206, -0.107, 0.722, 0.134, 0.462, 0.303, 0.155, 0.583, 0.098, 0.729, -0.685, 0.388, 0.399, 0.426, 0.303, 0.566, 0.420, 0.572, 0.264, 0.206, 0.764, -2.055, -0.630, 0.657, 0.248, -0.423, 0.440, 0.425, 0.145, 0.230, -0.003, 0.479, 0.498, 0.439, 0.510, 0.365, 0.244, 0.223, 0.447, 0.363, 0.406, 0.560, -0.426, 0.343, 0.760, -0.357, 0.405, 0.532, 0.220, 0.305, 0.301, 0.412, 0.355, -1.359, 0.806, -0.609, -0.163, -0.859, 0.304, 0.367, 0.385, 0.235, 0.291, 0.289, 0.329, -1.538, 0.823, -0.547, -0.126, -0.919, 0.264, 0.458, 0.395, 0.205, 0.294, 0.299, 0.348],
  "orbital_gap_ev": 8.252,
  "max_force_ha_per_bohr": 0.074,
  "e_homo_ev": -8.2
}

[2]
{
  "formula": "C35H69BF7NO19S10",
  "method": "ωB97M-V/def2-TZVPD",
  "elements": ["C", "C", "O", "O", "C", "C", "C", "C", "C", "C", "C", "F", "F", "F", "C", "C", "O", "C", "F", "F", "F", "C", "S", "O", "O", "F", "C", "C", "C", "O", "N", "O", "B", "O", "O", "C", "O", "H", "H", "H", "H", "H", "H", "H", "H", "H", "H", "H", "H", "H", "H", "H", "C", "S", "O", "C", "H", "H", "H", "H", "H", "H", "C", "S", "O", "C", "H", "H", "H", "H", "H", "H", "C", "S", "O", "C", "H", "H", "H", "H", "H", "H", "C", "S", "O", "C", "H", "H", "H", "H", "H", "H", "C", "S", "O", "C", "H", "H", "H", "H", "H", "H", "C", "S", "O", "C", "H", "H", "H", "H", "H", "H", "C", "S", "O", "C", "H", "H", "H", "H", "H", "H", "C", "S", "O", "C", "H", "H", "H", "H", "H", "H", "C", "S", "O", "C", "H", "H", "H", "H", "H", "H"],
  "coordinates": [[2.0137, -2.4919, 3.9131], [1.0606, -2.0224, 4.9597], [1.2521, -1.0168, 5.6072], [-0.0378, -2.7922, 5.0927], [-1.2109, -2.0254, 5.4053], [-2.4284, -2.7597, 4.8144], [-3.4692, -1.8679, 4.1795], [-4.8285, -1.8704, 4.5139], [-5.3274, -2.8036, 5.5852], [-6.2483, -3.9285, 5.0800], [-5.5370, -5.0525, 4.3389], [-6.0842, -5.1843, 3.1119], [-4.2392, -4.8490, 4.1385], [-5.7002, -6.2225, 4.9468], [-5.7331, -1.0481, 3.8664], [-7.2194, -1.0497, 4.2488], [-7.8179, 0.2309, 4.4970], [-7.5311, 0.9159, 5.6281], [-8.6873, 1.2521, 6.2093], [-6.8615, 0.2255, 6.5348], [-6.9511, 2.0595, 5.3265], [-5.3156, -0.2126, 2.8457], [-6.4397, 0.8071, 1.9371], [-7.6849, 0.1530, 1.7777], [-6.5415, 2.1125, 2.4663], [-5.8471, 0.9050, 0.5217], [-3.9885, -0.1979, 2.5263], [-3.0926, -1.0182, 3.1750], [-1.7542, -0.8223, 2.5215], [-0.6477, -1.1588, 2.8296], [-1.9731, -0.0496, 1.3444], [-1.7815, -0.7496, 0.1530], [-0.9666, 0.0536, -0.7017], [0.3873, -0.0940, -0.7292], [-1.5673, 0.9575, -1.5347], [-3.2251, 0.6024, 1.5097], [-3.4997, 1.6271, 0.9487], [1.5730, -3.2777, 3.3102], [2.2333, -1.6750, 3.2388], [2.9231, -2.8948, 4.3467], [-1.3186, -2.0373, 6.4821], [-1.1198, -0.9980, 5.1150], [-2.8104, -3.4145, 5.5793], [-2.0572, -3.4088, 4.0232], [-4.5376, -3.2602, 6.1602], [-5.9126, -2.2266, 6.2931], [-6.7035, -4.3798, 5.9556], [-7.0602, -3.5905, 4.4519], [-7.7284, -1.4114, 3.3645], [-7.4354, -1.7572, 5.0297], [0.7065, 0.1214, 0.1616], [-1.7669, 1.7937, -1.1028], [-0.1388, -1.1867, -4.2890], [1.2295, -2.2317, -4.8047], [1.7402, -2.9276, -3.5913], [2.3578, -0.8854, -5.1631], [-0.9597, -1.8293, -3.9741], [0.1708, -0.5532, -3.4571], [-0.4599, -0.5737, -5.1312], [2.5000, -0.2807, -4.2669], [1.9481, -0.2791, -5.9702], [3.3124, -1.3029, -5.4735], [1.1713, 2.5248, 4.5532], [2.3590, 1.8948, 3.3597], [1.7333, 0.7113, 2.7181], [3.5265, 1.2720, 4.5727], [0.3223, 2.9267, 4.0021], [0.8420, 1.7099, 5.2012], [1.6336, 3.3181, 5.1410], [3.0285, 0.5474, 5.2179], [3.9180, 2.1046, 5.1580], [4.3406, 0.7884, 4.0366], [7.0031, 0.3254, -8.1289], [5.7734, 0.9245, -6.9656], [5.3813, -0.2258, -6.1036], [4.4674, 1.1513, -8.1794], [7.9040, 0.0806, -7.5706], [6.6265, -0.5669, -8.6310], [7.2236, 1.1087, -8.8521], [4.2635, 0.2049, -8.6788], [4.7761, 1.9060, -8.9030], [3.5742, 1.4892, -7.6575], [2.2269, -1.3824, -10.2114], [0.6359, -1.5371, -9.3900], [0.7492, -0.8555, -8.0760], [0.7619, -3.3013, -9.0757], [2.3774, -0.3339, -10.4606], [3.0186, -1.7200, -9.5419], [2.2219, -1.9774, -11.1247], [1.6523, -3.5054, -8.4810], [0.8057, -3.8357, -10.0250], [-0.1237, -3.6087, -8.5241], [-5.2401, 4.2934, -0.0560], [-4.7956, 4.5955, -1.7674], [-3.3566, 4.9663, -1.7870], [-5.7381, 6.1173, -1.9419], [-4.7209, 3.3983, 0.2760], [-4.9370, 5.1413, 0.5590], [-6.3165, 4.1373, 0.0193], [-5.4014, 6.8442, -1.2026], [-6.7987, 5.9032, -1.8095], [-5.5673, 6.5071, -2.9431], [-4.6169, -10.3456, 4.1854], [-5.8556, -9.7663, 5.3523], [-6.1477, -10.8891, 6.2778], [-7.2035, -9.6892, 4.1648], [-3.6886, -10.5021, 4.7303], [-4.9437, -11.2849, 3.7393], [-4.4646, -9.5906, 3.4139], [-7.3571, -10.6723, 3.7197], [-6.9659, -8.9554, 3.3943], [-8.1022, -9.3827, 4.6954], [10.4264, 3.6847, -6.3125], [8.9546, 2.6669, -6.1706], [7.9619, 3.1934, -7.1463], [8.4716, 3.2581, -4.5471], [10.8734, 3.5012, -7.2882], [10.1589, 4.7376, -6.2232], [11.1333, 3.4092, -5.5300], [8.3303, 4.3382, -4.5784], [9.2428, 2.9966, -3.8230], [7.5365, 2.7710, -4.2775], [13.6845, 5.8190, -5.7546], [12.9137, 6.9781, -4.6159], [11.4625, 6.6610, -4.5856], [13.1237, 8.4251, -5.6605], [13.6272, 4.8256, -5.3149], [13.1532, 5.8310, -6.7067], [14.7293, 6.0934, -5.8994], [12.6300, 8.2613, -6.6184], [14.1870, 8.6138, -5.8079], [12.6696, 9.2740, -5.1546], [-3.3421, 2.6609, 8.3175], [-3.7899, 1.6733, 6.8872], [-2.8494, 0.5282, 6.8399], [-3.2422, 2.8616, 5.6572], [-3.5653, 2.0818, 9.2108], [-2.2770, 2.8909, 8.2852], [-3.9301, 3.5785, 8.3205], [-2.1857, 3.0846, 5.8081], [-3.8391, 3.7694, 5.7405], [-3.3882, 2.4206, 4.6721]],
  "mulliken_charge": [-1.142, 0.986, -0.623, -0.425, -1.343, -0.661, 0.572, 0.633, -1.942, -0.958, 0.779, -0.335, -0.234, -0.308, 0.913, -2.608, -0.285, 0.816, -0.331, -0.218, -0.189, 0.499, 1.590, -0.733, -0.601, -0.201, 0.070, 0.854, -1.275, -0.379, 1.220, -0.374, 0.870, -0.555, -0.525, -0.025, -0.740, 0.353, 0.156, 0.410, 0.433, 0.547, 0.558, 0.396, 0.447, 0.769, 0.520, 0.481, 0.553, 0.933, 0.274, 0.273, -0.755, 0.514, -0.671, -0.784, 0.403, 0.014, 0.372, 0.390, 0.225, 0.293, -0.841, 0.378, -0.492, -0.827, 0.256, 0.185, 0.492, 0.127, 0.409, 0.331, -1.015, 0.586, -0.622, -0.844, 0.293, 0.402, 0.355, 0.066, 0.416, 0.358, -0.908, 0.395, -0.524, -0.902, 0.326, 0.202, 0.424, 0.274, 0.384, 0.307, -0.209, 0.531, -0.634, -0.954, -0.333, 0.379, 0.350, 0.293, 0.333, 0.342, -0.932, 0.559, -0.648, -0.946, 0.312, 0.321, 0.332, 0.362, 0.320, 0.303, -1.034, 0.552, -0.599, -0.986, 0.405, 0.309, 0.353, 0.333, 0.369, 0.305, -0.897, 0.480, -0.576, -0.925, 0.281, 0.276, 0.394, 0.301, 0.361, 0.315, -1.213, 0.730, -0.625, -0.731, 0.354, 0.343, 0.405, 0.339, 0.454, -0.038],
  "orbital_gap_ev": 6.676,
  "max_force_ha_per_bohr": 0.051,
  "e_homo_ev": -7.7
}